The following is a quantum chemistry calculation of a structure of composition C19H18As2CuF12HgN3O7 in a non-equilibrium geometry, from the OMol25 dataset.

Element x y z (Å)
Hg 1.72536 0.12222 -3.58094
Cu 0.18218 3.37502 -1.47794
As 3.75214 3.29135 -2.65714
F 4.32885 4.71422 -1.87277
F 3.77774 4.04309 -4.18330
F 3.03172 1.84154 -3.46066
F 3.60301 2.49248 -1.12636
F 2.10363 3.86630 -2.42036
F 5.31378 2.61557 -2.86567
As -0.53925 3.32743 -5.08875
F -0.27138 2.91252 -6.74431
F -1.45300 4.70245 -5.51762
F -0.79843 3.68081 -3.33169
F 0.42008 1.91177 -4.62221
F 0.91521 4.24576 -5.05407
F -1.95088 2.33585 -4.99408
C 0.00258 0.23348 -1.03315
O 0.54552 1.08909 -2.04499
H 0.44828 0.63561 -0.11628
H -1.07949 0.33611 -0.88086
H 0.20680 -0.81237 -1.25170
C -0.90987 -6.14320 -0.14983
C -1.38193 -5.40942 -1.24144
C -0.52281 -4.47046 -1.78743
C 0.74692 -4.24950 -1.27488
C 1.16709 -4.96278 -0.16755
C 0.30735 -5.86071 0.44291
N 1.65133 -3.27617 -1.87982
O 1.11507 -2.46388 -2.63966
O 2.78649 -3.19978 -1.49373
H -1.52257 -6.94628 0.24184
H -2.31444 -5.60727 -1.74776
H -0.87190 -3.86305 -2.61312
H 2.13088 -4.70045 0.24947
H 0.74581 -6.46895 1.22190
C -0.82770 -1.74601 2.03089
C -0.94897 -1.95022 3.38848
C -1.83384 -2.88835 3.91498
C -2.44136 -3.76061 3.03370
C -2.33926 -3.57715 1.66414
C -1.51049 -2.60347 1.15312
N -3.45322 -4.69341 3.57363
O -4.48937 -4.80106 2.95108
O -3.16297 -5.30138 4.58309
H -0.05343 -1.11696 1.61028
H -0.35084 -1.43916 4.13371
H -1.89046 -3.07222 4.97891
H -2.99027 -4.16249 1.02783
H -1.25516 -2.44142 0.11421
C 0.67813 2.71295 1.93369
C 1.55053 3.66473 2.48660
C 1.04855 4.76152 3.16540
C -0.31273 5.02387 3.16620
C -1.19941 4.07718 2.68995
C -0.66611 3.00295 1.97899
N -0.81910 6.24887 3.82342
O -0.02670 7.03581 4.29259
O -2.00871 6.46234 3.66858
H 1.16263 1.80302 1.60594
H 2.60935 3.47137 2.38227
H 1.81325 5.41098 3.56940
H -2.25980 4.25273 2.59267
H -1.41443 2.28722 1.65015

Its maximum force is 0.0369 hartree/bohr. The calculation puts the frontier orbital gap at 6.45 eV. Its net charge is 0.

Atomic partial charges in e from the natural (NBO) method, atoms 1 to 4: Hg 1.6234; Cu 0.9811; As 2.8544; F -0.6079